Below is a gas-phase ion, C4H12N3 (charge +2) in a non-equilibrium geometry, with properties calculated with the ωB97M-V functional and the def2-TZVPD basis.

* Kohn-Sham gap (alpha / beta): 10.8039 / 5.5346 eV
* expectation value of S²: 0.756
* total charge: +2
* multiplicity: 2
* energy relative to the best compared isomer or geometry (same formula, charge and spin): 205.5 kJ/mol

```
19
Properties=species:S:1:pos:R:3:nbo_charge:R:1
C 0.5807 1.7258 0.5174 -0.276
C 0.8730 0.1403 0.8381 -0.396
C -0.1136 -0.7296 0.1244 0.199
C 0.3753 -1.4819 -0.8714 -0.078
N -0.5398 -2.0417 -1.8844 -0.696
N -1.4925 -0.5904 0.2294 -0.874
N 0.2792 2.3614 1.7404 -0.295
H -0.0963 1.8768 -0.3138 0.257
H 1.5665 2.0691 0.1947 0.297
H 0.9195 -0.0064 1.9161 0.260
H 1.8777 0.0133 0.4721 0.259
H 1.4021 -1.7815 -1.0087 0.254
H -1.1070 -1.3732 -2.4068 0.452
H 0.0105 -2.5025 -2.6246 0.463
H -1.1346 -2.8149 -1.5490 0.470
H -1.8846 -0.5714 1.1594 0.423
H -2.0431 -0.1106 -0.4618 0.410
H -0.4889 3.0312 1.6165 0.429
H 1.0158 2.7862 2.3121 0.441
```

Below is a single H4S2Si molecule in a non-equilibrium geometry, with properties calculated with the ωB97M-V functional and the def2-TZVPD basis.

* Kohn-Sham gap: 8.6178 eV
* SMILES: [SiH3]SS
* energy relative to the best compared isomer or geometry (same formula, charge and spin): 187.7 kJ/mol

```
7
Properties=species:S:1:pos:R:3:nbo_charge:R:1
Si -1.2458 -0.0441 0.2826 0.845
S 2.4853 0.6377 -0.1753 -0.114
S 1.1432 -0.7148 0.5239 -0.392
H -0.9761 1.3256 0.3233 -0.155
H -1.6964 -0.5169 -0.9220 -0.185
H -1.8911 -0.7730 1.3764 -0.143
H 2.1808 0.0854 -1.4089 0.144
```

Below is 2 unconnected molecules or ions with the total composition C2H7O2 in a non-equilibrium geometry, with properties calculated with the ωB97M-V functional and the def2-TZVPD basis.

* Kohn-Sham gap: 12.4800 eV
* total charge: +1
* energy relative to the best compared isomer or geometry (same formula, charge and spin): 0.0 kJ/mol

```
11
Properties=species:S:1:pos:R:3:nbo_charge:R:1
O 0.3345 -1.1697 1.6302 -0.935
H 0.3689 -0.8302 0.2040 0.529
H -0.4351 -1.6837 1.8961 0.520
H 1.1026 -1.5032 2.1065 0.528
O 0.2764 -0.6043 -0.8287 -0.507
C -0.1898 0.5051 -1.1362 0.562
C -0.5468 1.5520 -0.2001 -0.777
H -0.2954 0.6462 -2.2141 0.211
H -0.8060 1.2157 0.7862 0.270
H -1.3533 2.1985 -0.5661 0.288
H 0.2805 2.2303 -0.0510 0.310
```

Below is 4 unconnected molecules or ions with the total composition C22H57N4O, with properties calculated with the ωB97M-V functional and the def2-TZVPD basis.

* Kohn-Sham gap: 5.6255 eV
* total charge: +1

```
84
Properties=species:S:1:pos:R:3:lowdin_charge:R:1
N -0.0793 5.0031 -5.0529 0.206
C 0.8139 3.9569 -5.6706 -0.149
C 1.4295 3.0510 -4.6233 -0.194
C 2.5709 2.2372 -5.2350 -0.162
C 2.1841 1.4545 -6.4936 -0.246
O 2.5258 2.1066 -7.7144 -0.058
H -0.3512 5.6865 -5.7625 0.177
H 0.3902 5.5043 -4.2944 0.175
H -0.9192 4.5801 -4.6524 0.177
H 0.1857 3.3737 -6.3357 0.138
H 1.5567 4.4530 -6.2853 0.135
H 1.8421 3.6229 -3.7913 0.121
H 0.6426 2.4220 -4.2070 0.113
H 3.3841 2.9268 -5.4664 0.123
H 2.9620 1.5414 -4.5003 0.119
H 1.1093 1.2618 -6.4856 0.116
H 2.6873 0.4913 -6.4832 0.121
H 2.9727 2.9408 -7.5171 0.076
C -0.2805 2.9054 -0.9574 -0.096
C -0.3230 1.8456 0.1313 -0.275
N -0.9706 0.6236 -0.2960 -0.192
C -1.2923 -0.2686 0.8074 -0.232
C -0.1334 -0.8509 1.6238 -0.076
C -0.4144 -0.0005 -1.4817 -0.245
C 1.0772 -0.3595 -1.4783 -0.077
H -1.2803 3.0897 -1.3583 0.078
H 0.1030 3.8427 -0.5492 0.070
H 0.3778 2.6097 -1.7790 0.035
H -0.8887 2.2487 0.9747 0.118
H 0.7000 1.6733 0.5002 0.105
H -1.9045 -1.0871 0.4190 0.095
H -1.9477 0.2798 1.4910 0.115
H 0.4097 -1.6198 1.0746 0.057
H -0.5260 -1.3230 2.5263 0.073
H 0.5758 -0.0842 1.9414 0.059
H -0.6017 0.6653 -2.3326 0.089
H -1.0010 -0.8967 -1.6962 0.112
H 1.6976 0.4634 -1.1179 0.065
H 1.4010 -0.5919 -2.4964 0.066
H 1.2894 -1.2350 -0.8686 0.059
C -3.2977 -7.8622 0.5633 -0.089
C -3.7039 -6.4184 0.3083 -0.274
N -2.7067 -5.4617 0.7528 -0.200
C -3.1951 -4.0975 0.8090 -0.250
C -3.6147 -3.4250 -0.5036 -0.090
C -1.3743 -5.6403 0.2040 -0.246
C -1.2138 -5.6286 -1.3216 -0.081
H -3.0253 -8.0084 1.6089 0.081
H -4.1316 -8.5256 0.3323 0.074
H -2.4562 -8.1688 -0.0592 0.064
H -4.6227 -6.2180 0.8652 0.118
H -3.9554 -6.3023 -0.7579 0.102
H -2.4348 -3.4801 1.2980 0.100
H -4.0542 -4.0841 1.4871 0.112
H -2.7547 -3.1663 -1.1221 0.043
H -4.1442 -2.4943 -0.2858 0.069
H -4.2876 -4.0505 -1.0902 0.067
H -0.9811 -6.5886 0.5785 0.103
H -0.7253 -4.8763 0.6406 0.110
H -1.9499 -6.2637 -1.8157 0.067
H -0.2262 -6.0108 -1.5880 0.072
H -1.2943 -4.6253 -1.7390 0.049
C 0.9615 4.0719 3.1661 -0.091
C 0.6843 2.9579 4.1645 -0.274
N 1.7235 1.9466 4.1829 -0.200
C 1.3356 0.7317 4.8812 -0.256
C 1.0470 0.8217 6.3830 -0.079
C 3.0682 2.4329 4.4443 -0.248
C 3.3103 3.2186 5.7383 -0.079
H 1.1664 3.6514 2.1789 0.059
H 0.0896 4.7235 3.0874 0.074
H 1.8067 4.6959 3.4579 0.067
H -0.2472 2.4633 3.8739 0.113
H 0.5018 3.4033 5.1545 0.105
H 2.1101 -0.0209 4.7109 0.114
H 0.4400 0.3447 4.3833 0.093
H 1.9567 0.9477 6.9681 0.058
H 0.5749 -0.1028 6.7204 0.073
H 0.3669 1.6398 6.6220 0.068
H 3.3678 3.0639 3.6027 0.099
H 3.7473 1.5780 4.4091 0.115
H 2.5565 3.9910 5.8968 0.067
H 4.2795 3.7183 5.6862 0.073
H 3.3279 2.5748 6.6157 0.056
```